Formula: C7H14
Source: the Open Molecules 2025 dataset
Level of theory: ωB97M-V/def2-TZVPD

Results
SMILES: C[C@@H]1[C@H](C)C1(C)C
F_max: 0.4 eV/Å
LUMO energy: 1.04 eV
Energy: -7485.24336 eV
HOMO energy: -0.3420 Eh
Net charge: 0
ΔE to the lowest compared entry with this formula, charge and spin: 24.2 kcal/mol

Structure (XYZ):
```
21
C7H14 | the Open Molecules 2025 dataset | ωB97M-V/def2-TZVPD
C 0.72862 -0.03965 -0.17913
C 1.95739 -0.36590 -1.01664
C -1.67070 -1.16263 -0.47683
C -1.04887 1.59374 0.89056
C -0.57169 -0.23117 -0.91241
C 0.98126 -0.42813 1.26704
C -0.26176 1.12480 -0.33256
H -2.64936 -0.84353 -0.85305
H 1.61525 -1.31752 1.33781
H 1.52853 0.39697 1.74595
H 1.87942 -0.08023 -2.07054
H 0.07643 -0.59984 1.85540
H -0.41406 -0.25429 -1.99133
H -0.42042 1.81062 1.76159
H -0.03692 1.92178 -1.04029
H -1.78324 0.84677 1.21135
H 2.89991 0.01084 -0.60131
H -1.73108 -1.25679 0.61089
H -1.46429 -2.16057 -0.88025
H 2.00202 -1.46752 -0.99355
H -1.61644 2.50226 0.66732
```